DFT (the ωB97M-V functional and the def2-TZVPD basis) results for C9H32CsN16O11 as an isolated structure at a distorted geometry.

XYZ file:
```
69
Properties=species:S:1:pos:R:3:forces:R:3:lowdin_charge:R:1
Cs -2.278 -2.642 -1.806 0.2553 0.4010 -0.0167 1.02
C -0.120 0.155 -0.169 -0.2186 -2.3010 -1.0296 -0.96
O 0.130 0.361 1.003 0.4693 1.6180 5.5491 -0.10
O -1.299 -0.124 -0.532 -1.6211 0.3987 -1.1251 -0.22
O 0.871 0.016 -0.930 1.5239 -0.1040 -2.9816 -0.12
C 1.483 -2.257 3.237 2.6323 -2.0515 1.0761 -0.80
O 1.914 -3.259 3.770 -0.4115 -1.0439 0.8465 0.05
N 1.580 -1.956 2.001 -0.0031 0.0301 -7.1541 0.18
N 1.077 -1.165 3.796 -2.0035 2.6190 5.1922 0.17
H 1.056 -1.130 1.751 0.4808 0.0561 -1.0964 0.05
H 2.005 -2.490 1.257 -0.1297 -0.0450 0.7790 0.10
H 0.976 -1.277 4.795 -0.2636 0.8278 -0.0644 0.13
H 0.955 -0.287 3.312 0.2217 -0.3354 0.5558 0.08
C -4.629 0.822 0.085 -8.9957 -1.9414 -1.3390 -0.82
O -5.848 1.118 0.095 1.1412 0.4325 0.2992 -0.01
N -4.217 -0.333 -0.321 1.3636 -4.5899 -1.9108 0.14
N -3.656 1.480 0.444 6.2292 7.2442 3.2765 0.20
H -3.208 -0.341 -0.268 0.0910 -1.5650 -0.3280 0.01
H -4.820 -1.113 -0.541 0.1243 0.5366 0.1969 0.11
H -3.782 2.395 0.854 -0.0208 -0.1219 -0.1708 0.14
H -2.705 1.178 0.291 0.0469 -0.0757 0.1967 0.08
C -0.654 3.420 2.525 -0.9528 1.0374 1.6918 -0.85
O -0.900 4.468 3.049 -0.0813 2.6540 1.2812 0.05
N -0.449 2.318 3.154 0.9352 -4.4976 4.4860 0.18
N -0.687 3.200 1.276 -0.1731 0.8194 -7.3698 0.19
H -0.129 1.468 2.710 -0.3033 0.3494 -0.1841 0.05
H -0.579 2.311 4.156 0.1369 0.0310 -0.2201 0.13
H -0.760 2.299 0.826 0.4361 0.1010 0.4757 0.08
H -0.628 4.020 0.688 -0.2155 -0.2504 -0.0603 0.13
C 3.061 0.829 -3.635 0.1761 2.1524 -0.8695 -0.78
O 3.825 1.342 -4.417 1.2664 -0.1053 -1.1782 0.04
N 1.948 1.405 -3.248 -3.4558 2.5082 0.5840 0.17
N 3.162 -0.319 -3.025 1.9349 -3.2343 1.0082 0.18
H 1.680 2.315 -3.596 0.3709 -0.2439 -0.0020 0.12
H 1.505 1.095 -2.395 -0.1711 0.1535 0.0113 0.05
H 2.573 -0.421 -2.210 0.6405 -0.4029 -0.0236 0.05
H 4.089 -0.715 -3.088 -0.2840 -0.3804 0.4451 0.13
C 3.661 1.575 1.337 1.9425 0.3008 1.2070 -0.74
O 4.800 1.902 1.638 0.3451 1.4732 1.1242 0.00
N 3.546 0.793 0.296 -1.4922 -1.8851 -2.3536 0.17
N 2.534 1.875 2.015 -0.0088 0.3961 0.6938 0.18
H 2.636 0.391 0.123 0.0528 0.0810 -0.8584 0.06
H 4.284 0.845 -0.392 -0.3157 -0.2907 0.2231 0.12
H 2.683 2.374 2.881 -0.3800 -0.1872 -0.2015 0.11
H 1.653 1.468 1.736 0.0046 0.2148 -0.0086 0.04
C -2.089 0.790 -3.804 -0.8137 2.1247 -4.5794 -0.75
O -2.460 1.053 -4.963 0.0280 -1.3093 0.9517 0.01
N -2.536 1.335 -2.726 -2.1402 2.3056 3.5516 0.18
N -1.053 0.073 -3.432 3.0361 -3.3920 -0.9284 0.12
H -1.852 1.212 -1.993 -1.3404 0.4366 0.9997 0.07
H -3.287 2.006 -2.654 0.3280 -0.1595 -0.2802 0.14
H -0.608 0.346 -2.567 0.4410 -0.7363 -0.1799 0.05
H -0.496 -0.391 -4.135 0.0449 0.6842 -0.0017 0.11
C -2.270 -2.130 2.638 -3.7826 -1.8633 1.0024 -0.75
O -3.249 -2.556 3.243 -0.3554 -1.0667 -0.2505 0.02
N -1.660 -2.733 1.619 1.9691 -0.8428 -2.2130 0.16
N -1.858 -0.938 2.890 1.9155 4.6002 0.9480 0.19
H -0.742 -2.347 1.454 0.0999 -0.3849 -0.4962 0.07
H -1.859 -3.630 1.200 -0.1288 0.0670 1.1351 0.09
H -1.065 -0.499 2.445 -0.2900 -0.1167 -0.4974 0.05
H -2.474 -0.292 3.364 0.0559 -0.5388 0.1622 0.13
C 1.584 -3.080 -2.310 -0.2060 -2.7275 -4.5265 -0.86
O 1.876 -4.104 -2.870 0.8469 -2.8585 -0.3014 0.05
N 0.888 -2.191 -2.943 -4.0169 4.1943 -2.7433 0.12
N 1.852 -2.698 -1.146 1.8417 1.0107 6.3108 0.20
H 0.716 -1.287 -2.527 -0.0002 0.0077 0.2204 0.04
H 0.486 -2.253 -3.868 0.9051 -0.7649 0.1066 0.11
H 2.225 -3.354 -0.475 0.1829 0.3850 -0.2660 0.13
H 1.590 -1.739 -0.966 0.0592 0.1616 1.2221 0.07
```
Forces are in eV/Å.

Properties
- HOMO level (Ha) = -0.2633
- max |F| (eV/Å) = 10.1
- E (eV) = -56772.6439
- orbital gap (Ha) = 0.29242
- total charge = -1